1.
{"formula": "C5H8O2", "method": "ωB97M-V/def2-TZVPD", "e_above_lowest_kj_mol": 231.17, "charge": 0, "e_tot_ev": -9407.4363, "smiles": "C=C(C)[C@]1(O)CO1", "e_lumo_ha": 0.0288, "largest_force_ev_per_a": 0.83, "symbols": ["C", "C", "C", "C", "O", "C", "O", "H", "H", "H", "H", "H", "H", "H", "H"], "positions_angstrom": [[0.333, -1.202, -1.345], [0.508, -0.457, -0.259], [1.830, -0.167, 0.426], [-0.670, 0.192, 0.403], [-1.277, -0.618, 1.350], [-1.437, 1.336, -0.086], [-0.276, 1.550, 0.687], [1.164, -1.590, -1.926], [-0.668, -1.453, -1.687], [2.604, 0.126, -0.286], [2.192, -1.044, 0.972], [1.720, 0.646, 1.146], [-2.234, -0.560, 1.226], [-1.473, 1.640, -1.124], [-2.314, 1.602, 0.502]], "lowdin_charge": [0.069, -0.268, -0.032, -0.495, 0.074, -0.073, -0.005, 0.067, 0.071, 0.084, 0.086, 0.077, 0.108, 0.119, 0.118]}

***

2.
{"formula": "C4H8O2", "method": "ωB97M-V/def2-TZVPD", "e_above_lowest_kj_mol": 321.82, "charge": 0, "e_tot_ev": -8369.9463, "smiles": "CCO/C=C/O", "e_lumo_ha": 0.0351, "largest_force_ev_per_a": 2.89, "symbols": ["C", "C", "O", "C", "C", "O", "H", "H", "H", "H", "H", "H", "H", "H"], "positions_angstrom": [[1.973, 0.324, -0.328], [0.942, -0.700, 0.039], [0.255, -0.352, 1.266], [-1.004, -0.406, 0.729], [-1.573, 0.647, 0.149], [-2.694, 0.492, -0.640], [1.431, 1.225, -0.636], [2.538, -0.046, -1.187], [2.654, 0.578, 0.484], [1.312, -1.739, 0.132], [0.073, -0.484, -0.671], [-1.354, -1.422, 0.523], [-1.141, 1.649, 0.197], [-3.413, 0.234, -0.057]], "lowdin_charge": [-0.072, -0.270, -0.092, -0.218, -0.185, -0.023, 0.077, 0.081, 0.079, 0.133, 0.119, 0.144, 0.132, 0.096]}

***

3.
{"formula": "C47H36ClN2O5PRuSb", "method": "ωB97M-V/def2-TZVPD", "charge": 3, "multiplicity": 5, "e_tot_ev": -93444.8629, "e_lumo_ha": [-0.3712, -0.3934], "largest_force_ev_per_a": 0.62, "s2": 6.03, "symbols": ["Ru", "O", "C", "O", "C", "C", "Cl", "N", "N", "C", "C", "O", "O", "C", "C", "C", "C", "C", "C", "H", "H", "H", "H", "H", "H", "C", "C", "C", "C", "C", "C", "Sb", "C", "C", "C", "C", "C", "C", "C", "C", "C", "C", "C", "C", "H", "H", "H", "H", "H", "H", "H", "H", "H", "H", "H", "H", "H", "H", "H", "O", "P", "C", "C", "C", "C", "C", "C", "C", "C", "C", "C", "C", "C", "C", "C", "C", "C", "C", "C", "H", "H", "H", "H", "H", "H", "H", "H", "H", "H", "H", "H", "H", "H", "H"], "positions_angstrom": [[-0.089, 0.491, 0.703], [-2.921, -4.465, 1.553], [-2.023, -4.248, 2.501], [-1.730, -5.046, 3.337], [-1.322, -2.912, 2.483], [-0.398, -2.469, 3.458], [0.099, -3.197, 4.876], [0.087, -1.271, 3.073], [-0.489, -0.939, 1.905], [-1.338, -1.902, 1.537], [-2.097, -1.537, 0.294], [-2.971, -2.223, -0.163], [-1.719, -0.361, -0.194], [0.879, -0.219, 3.651], [0.710, 0.172, 4.958], [1.363, 1.327, 5.393], [2.103, 2.097, 4.509], [2.278, 1.674, 3.195], [1.690, 0.492, 2.750], [-3.084, -3.708, 0.954], [0.079, -0.393, 5.631], [1.267, 1.632, 6.427], [2.587, 3.001, 4.852], [2.943, 2.219, 2.538], [2.080, 0.003, 1.859], [-5.586, 6.046, -1.697], [-4.547, 5.690, -2.550], [-3.818, 4.538, -2.308], [-4.128, 3.786, -1.171], [-5.189, 4.113, -0.323], [-5.906, 5.267, -0.589], [-2.990, 2.088, -0.753], [-1.214, 2.058, -1.901], [-1.298, 1.854, -3.270], [-0.129, 1.725, -4.021], [1.114, 1.791, -3.407], [1.202, 2.004, -2.039], [0.047, 2.127, -1.282], [-2.211, 2.256, 1.216], [-2.647, 1.376, 2.218], [-2.315, 1.622, 3.543], [-1.544, 2.730, 3.873], [-1.092, 3.596, 2.887], [-1.435, 3.374, 1.559], [-6.164, 6.937, -1.904], [-4.309, 6.304, -3.407], [-3.012, 4.255, -2.974], [-5.449, 3.498, 0.529], [-6.721, 5.553, 0.062], [-2.261, 1.786, -3.762], [-0.196, 1.573, -5.090], [2.018, 1.685, -3.993], [2.171, 2.081, -1.564], [0.107, 2.457, -0.228], [-3.286, 0.537, 1.969], [-2.691, 0.970, 4.322], [-1.315, 2.934, 4.910], [-0.509, 4.468, 3.150], [-1.139, 4.097, 0.806], [1.350, -0.468, -0.297], [1.909, -1.706, -1.087], [0.521, -2.656, -1.671], [0.315, -3.984, -1.296], [-0.799, -4.665, -1.770], [-1.691, -4.028, -2.620], [-1.482, -2.706, -3.003], [-0.383, -2.015, -2.527], [2.931, -2.671, 0.004], [2.353, -3.190, 1.168], [3.107, -3.952, 2.040], [4.446, -4.201, 1.752], [5.020, -3.701, 0.594], [4.267, -2.937, -0.288], [2.869, -1.095, -2.451], [3.858, -0.138, -2.186], [4.638, 0.348, -3.219], [4.440, -0.120, -4.516], [3.469, -1.075, -4.779], [2.679, -1.568, -3.748], [1.028, -4.492, -0.659], [-0.961, -5.695, -1.482], [-2.553, -4.565, -2.993], [-2.179, -2.219, -3.672], [-0.223, -0.982, -2.821], [1.296, -3.030, 1.354], [2.656, -4.372, 2.930], [5.038, -4.802, 2.429], [6.056, -3.913, 0.368], [4.719, -2.562, -1.197], [4.025, 0.208, -1.171], [5.412, 1.076, -3.016], [5.059, 0.254, -5.321], [3.332, -1.447, -5.785], [1.933, -2.323, -3.956]], "mulliken_spin": [2.430, 0.000, 0.005, 0.004, 0.010, 0.043, 0.014, 0.041, -0.109, 0.067, 0.006, 0.009, 0.051, 0.007, -0.008, 0.011, -0.006, -0.008, 0.045, 0.001, 0.000, 0.000, 0.000, 0.001, -0.031, 0.063, -0.009, 0.039, 0.155, 0.034, -0.009, 0.487, 0.098, -0.056, -0.011, 0.019, 0.022, 0.022, 0.265, 0.006, 0.017, 0.010, 0.011, -0.057, 0.002, 0.002, 0.004, 0.002, 0.001, -0.009, 0.000, 0.001, -0.003, -0.002, -0.025, 0.000, 0.001, 0.001, 0.000, 0.294, 0.012, 0.010, -0.003, 0.001, 0.003, -0.002, -0.029, 0.019, -0.007, 0.000, 0.002, 0.000, 0.000, 0.022, 0.004, 0.000, 0.002, 0.000, 0.000, 0.001, 0.000, 0.000, 0.001, 0.012, -0.002, 0.001, 0.000, 0.000, 0.001, -0.004, 0.000, 0.000, 0.000, 0.000]}

***

4.
{"formula": "C28H21BrCl48FINS", "method": "ωB97M-V/def2-TZVPD", "charge": 1, "e_tot_ev": -723622.0172, "e_lumo_ha": -0.1683, "largest_force_ev_per_a": 3.91, "symbols": ["C", "C", "C", "C", "Br", "C", "I", "C", "C", "C", "C", "F", "C", "S", "N", "C", "C", "C", "C", "C", "C", "H", "H", "H", "H", "H", "H", "H", "H", "H", "H", "H", "H", "H", "H", "H", "H", "H", "H", "H", "H", "H", "C", "Cl", "Cl", "Cl", "Cl", "C", "Cl", "Cl", "Cl", "Cl", "C", "Cl", "Cl", "Cl", "Cl", "C", "Cl", "Cl", "Cl", "Cl", "C", "Cl", "Cl", "Cl", "Cl", "C", "Cl", "Cl", "Cl", "Cl", "C", "Cl", "Cl", "Cl", "Cl", "C", "Cl", "Cl", "Cl", "Cl", "C", "Cl", "Cl", "Cl", "Cl", "C", "Cl", "Cl", "Cl", "Cl", "C", "Cl", "Cl", "Cl", "Cl", "C", "Cl", "Cl", "Cl", "Cl"], "positions_angstrom": [[-0.051, -2.505, 1.978], [0.433, -2.032, 0.955], [1.090, -1.255, -0.222], [2.174, -1.998, -0.972], [2.652, -3.812, -0.463], [2.918, -1.312, -2.120], [4.495, -2.337, -3.180], [2.482, 0.115, -2.421], [3.240, 0.902, -3.582], [4.427, 1.843, -3.011], [4.515, 1.869, -1.429], [4.162, 3.189, -3.467], [1.371, 0.758, -1.593], [0.974, 2.501, -2.062], [0.711, 0.080, -0.538], [-0.344, 0.715, 0.294], [-1.801, 0.110, 0.094], [-2.354, 0.171, -1.405], [-3.841, 0.792, -1.472], [-4.041, 1.854, -2.659], [-4.728, 3.196, -2.084], [-0.476, -2.999, 2.898], [3.727, 0.200, -4.323], [2.537, 1.602, -4.141], [5.449, 1.524, -3.387], [4.744, 0.823, -1.036], [5.381, 2.518, -1.070], [3.583, 2.298, -0.958], [0.937, 3.230, -0.871], [-0.412, 1.835, 0.203], [-0.059, 0.508, 1.383], [-2.503, 0.757, 0.724], [-1.930, -0.944, 0.478], [-2.476, -0.913, -1.752], [-1.663, 0.669, -2.150], [-4.147, 1.314, -0.512], [-4.616, -0.029, -1.648], [-3.013, 2.158, -3.022], [-4.687, 1.389, -3.473], [-4.104, 3.554, -1.200], [-5.744, 2.920, -1.669], [-4.803, 4.006, -2.868], [4.118, -1.984, 3.151], [5.524, -2.091, 2.072], [4.061, -3.417, 4.192], [4.252, -0.527, 4.154], [2.629, -1.903, 2.179], [6.806, -6.237, 6.020], [7.918, -7.385, 5.250], [5.129, -6.735, 5.709], [7.098, -6.209, 7.767], [7.074, -4.617, 5.347], [6.303, -8.760, 1.296], [5.913, -7.757, 2.706], [7.220, -10.185, 1.819], [4.801, -9.280, 0.505], [7.278, -7.817, 0.150], [-4.374, 6.366, 1.355], [-3.399, 4.891, 1.159], [-4.760, 6.588, 3.071], [-3.459, 7.769, 0.766], [-5.879, 6.207, 0.428], [-0.563, -5.580, -2.723], [0.822, -5.701, -3.826], [-0.635, -7.028, -1.703], [-0.381, -4.141, -1.697], [-2.056, -5.434, -3.663], [-2.038, 6.579, -2.733], [-2.266, 5.549, -4.162], [-0.658, 5.980, -1.787], [-1.724, 8.245, -3.249], [-3.497, 6.535, -1.729], [-4.162, 11.502, 2.124], [-3.008, 11.050, 0.852], [-5.777, 11.696, 1.415], [-4.209, 10.231, 3.361], [-3.654, 13.030, 2.866], [4.608, -6.353, 10.888], [4.408, -7.399, 9.468], [5.954, -6.951, 11.876], [4.954, -4.695, 10.358], [3.116, -6.368, 11.848], [9.817, -1.419, 2.948], [8.698, -2.402, 3.913], [9.031, 0.112, 2.511], [11.278, -1.084, 3.894], [10.256, -2.301, 1.472], [-2.814, -1.678, -5.841], [-1.917, -1.479, -7.359], [-3.429, -0.102, -5.307], [-4.173, -2.787, -6.096], [-1.734, -2.341, -4.599], [-7.885, -1.383, -2.075], [-6.744, -1.885, -3.339], [-9.473, -1.083, -2.802], [-8.026, -2.668, -0.861], [-7.285, 0.103, -1.297], [-10.659, 3.094, -2.857], [-11.849, 3.547, -1.622], [-9.371, 2.125, -2.112], [-11.455, 2.140, -4.125], [-9.959, 4.560, -3.571]], "lowdin_charge": [0.099, -0.272, -0.199, -0.590, 0.710, -0.558, 0.953, -0.187, -0.139, -0.297, -0.057, -0.076, -0.382, 0.832, -0.019, -0.138, -0.152, -0.176, -0.211, -0.266, -0.133, 0.107, 0.067, 0.110, 0.149, 0.091, 0.100, 0.058, -0.073, 0.106, 0.146, 0.121, 0.102, 0.098, 0.087, 0.098, 0.058, 0.086, 0.064, 0.021, 0.064, 0.054, -1.962, 0.510, 0.524, 0.541, 0.617, -1.998, 0.521, 0.492, 0.519, 0.471, -2.027, 0.472, 0.530, 0.514, 0.513, -2.002, 0.499, 0.533, 0.447, 0.534, -2.014, 0.526, 0.543, 0.487, 0.514, -1.989, 0.532, 0.501, 0.549, 0.479, -2.029, 0.491, 0.524, 0.500, 0.529, -2.036, 0.488, 0.523, 0.504, 0.522, -2.027, 0.466, 0.507, 0.535, 0.519, -2.015, 0.536, 0.557, 0.527, 0.476, -1.999, 0.513, 0.521, 0.534, 0.507, -2.022, 0.525, 0.452, 0.520, 0.517]}